ORCA calculation (wB97M-V/def2-TZVPD) on a molecular structure, C21H21MnN4O3Si.

```
51
Properties=species:S:1:pos:R:3:lowdin_charge:R:1
Mn -0.172 0.125 0.008 0.68
Si -1.538 3.398 0.183 0.22
O -0.885 -3.504 -1.515 0.02
O 3.200 0.667 2.299 0.02
O -1.050 1.894 0.072 -0.40
N 0.189 -1.772 -0.365 0.01
N 1.285 -0.255 1.343 0.02
N -2.077 -0.642 0.055 0.04
N 1.402 1.324 -0.637 0.04
C 2.728 -3.532 2.437 -0.13
C -4.336 -0.125 -0.492 -0.06
C 3.151 3.461 -0.880 -0.07
C 2.232 1.642 0.364 -0.16
C -2.051 -1.501 -0.977 -0.17
C -3.121 -1.689 -1.836 -0.01
C -3.207 0.031 0.291 -0.11
C 2.301 3.116 -1.926 -0.07
C 1.071 -2.449 0.487 -0.19
C -0.172 4.595 0.705 -0.17
C 1.435 2.053 -1.750 -0.11
C 1.374 -3.803 0.461 -0.03
C -0.806 -2.380 -1.020 -0.48
C 2.438 -2.168 2.469 -0.03
C 1.611 -1.614 1.501 -0.19
C -2.223 4.017 -1.472 -0.18
C 3.113 2.712 0.279 0.00
C 2.202 -4.341 1.445 -0.13
C 2.268 0.649 1.493 -0.46
C -4.284 -0.983 -1.591 -0.06
C -2.937 3.611 1.446 -0.19
H -3.016 -2.394 -2.648 0.11
H -1.444 3.987 -2.239 0.01
H -3.041 3.372 -1.805 0.02
H -5.147 -1.095 -2.236 0.10
H 0.957 -4.417 -0.324 0.09
H -2.600 5.042 -1.414 0.02
H -0.548 5.609 0.864 0.02
H -3.150 4.668 1.632 0.02
H -5.233 0.433 -0.261 0.10
H -2.664 3.150 2.399 0.02
H 0.613 4.639 -0.055 0.01
H 2.433 -5.400 1.428 0.09
H 3.373 -3.957 3.198 0.09
H 0.292 4.255 1.635 0.03
H -3.179 0.724 1.119 0.10
H 3.756 2.906 1.126 0.12
H -3.864 3.144 1.100 0.01
H 2.300 3.669 -2.855 0.10
H 0.724 1.775 -2.519 0.12
H 2.853 -1.527 3.233 0.09
H 3.829 4.300 -0.976 0.10
```

The total charge is -1. Its spin multiplicity is 2. The HOMO-LUMO gap (spin up / spin down) is 6.66 / 6.49 eV. For the HOMO energy (spin up / spin down), the calculation gives -3.8 / -3.7 eV. The calculated total energy comes out at -73423.6226 eV.